Computed, not measured: 20 unconnected molecules or ions with the total composition C72H168N6O26P2, with ωB97M-V with the def2-TZVPD basis set.

Geometry as ORCA input:
```
! RIJCOSX wB97M-V def2-TZVPD def2/J DEFGRID3
* xyz 0 1
H -5.112 -0.723 4.240
H -2.874 -6.699 -3.031
P -1.307 -8.390 -0.357
C 0.374 0.908 -0.997
H 3.757 0.525 -7.085
H 0.131 0.227 -3.635
C 1.829 -1.674 1.797
C 5.910 -3.555 4.356
C 0.278 -10.481 -0.606
C 5.879 3.156 -3.298
H -6.607 0.246 2.024
O -6.589 -5.365 3.566
C -0.318 2.904 5.662
H 4.400 -6.397 -1.457
N 2.282 6.737 3.813
C 0.756 2.320 -0.933
H -1.364 2.618 5.589
H -2.639 -0.478 7.281
C -0.789 -3.108 3.106
H 0.974 -9.740 -0.115
H 1.876 6.709 -0.912
H -0.162 -4.946 4.705
P 2.846 7.496 2.488
H -9.621 2.746 -1.174
H -10.802 1.427 -3.222
H -5.219 1.512 -0.843
H 0.279 6.377 0.866
H 1.716 2.855 -5.225
C 2.778 2.671 -5.331
N -2.646 -7.800 -1.186
C 0.835 -7.642 -2.051
C -3.306 -2.388 -0.990
C -4.304 6.543 1.039
H -2.863 -10.202 -1.881
C 2.992 1.175 -5.172
H -5.193 3.132 -4.139
H 6.160 -4.535 4.839
C -5.944 0.448 -4.420
H 2.331 0.079 -0.497
H 0.294 6.753 4.494
H 0.011 6.860 -1.538
H 1.583 2.111 6.182
C -0.492 2.937 3.242
H -0.645 -4.060 2.604
H -2.530 0.801 -3.950
H 6.776 2.615 -3.181
O 0.122 3.461 4.432
H -3.322 -2.098 7.009
C -3.388 -0.802 5.358
H 4.349 5.980 -2.054
H 6.648 -5.401 2.191
H -0.281 1.852 3.189
H -6.130 0.737 -3.402
C 5.016 -2.477 -4.345
H -0.026 -5.322 -0.923
H 1.783 -0.587 1.679
C -4.001 -7.866 -0.611
H 0.949 -10.794 -1.437
H 1.982 0.563 -6.939
O -0.268 -1.359 -4.981
H 7.896 -4.589 2.847
O 2.563 -3.761 -1.043
H 1.602 2.591 -0.273
H -1.073 -3.710 5.611
H 5.455 1.193 3.811
H 1.074 -3.010 -5.278
H -0.118 3.426 2.351
H 7.249 0.233 -3.518
H -4.633 5.832 1.740
C 5.968 -2.023 0.304
C -2.118 -3.356 -1.349
H -2.664 0.630 1.866
H 0.728 -3.936 5.878
H -5.861 -0.122 0.573
H 1.038 -1.109 -1.180
H -1.270 -2.027 1.365
C -4.217 -5.725 3.515
H -4.777 -1.148 -1.886
H -2.176 -11.593 -0.799
O 3.169 0.710 -4.082
H -7.486 3.119 -0.138
H 5.841 3.500 -4.320
C 5.897 -1.247 -4.465
C -5.642 -0.097 1.659
H -1.020 3.446 -3.770
H -3.652 -6.388 2.786
N 4.518 7.375 2.401
H 1.574 -1.834 -4.029
H 4.916 -3.162 4.605
N 0.056 -7.511 -0.791
C -0.643 6.610 -2.376
O 3.839 -0.006 3.246
C -0.121 -3.993 5.176
H -5.276 3.290 -5.943
H 2.457 -0.047 5.913
C 2.879 0.375 -6.401
H -4.904 3.189 -0.392
O 2.451 8.930 2.411
H 3.173 -6.005 0.885
H 3.534 4.481 -2.098
H 0.899 5.241 2.163
H 1.544 8.140 0.015
C 3.595 -4.983 0.701
C 3.403 -4.541 -0.743
H 8.187 -2.957 1.256
H 4.096 5.142 -3.653
O 6.312 4.550 -1.344
H -0.440 7.357 -3.139
O 0.136 -3.059 4.137
C 5.260 8.347 3.159
H -1.552 3.069 3.354
O -8.798 1.986 -2.966
H 1.232 4.841 0.466
H 7.032 -1.325 -2.617
H 2.717 -2.000 1.213
H 1.137 -5.984 0.243
H -1.261 -3.277 -0.682
C 2.289 7.358 -0.082
O 6.159 -0.921 -5.601
H -3.398 0.966 0.374
O -6.388 2.932 -1.893
C 1.465 -0.104 -1.193
H -4.329 -6.299 4.490
H 2.145 4.694 4.255
O 0.712 -2.366 1.326
H 1.192 -1.270 5.526
H 4.546 2.410 -0.069
H -5.468 -1.064 2.096
H 3.183 7.834 -0.351
O -1.582 -8.318 1.083
H 1.717 6.790 5.763
C 6.545 -0.585 -3.313
O -5.184 1.925 2.710
C -8.797 2.906 -1.914
H -1.630 -11.277 -2.489
H 1.134 2.508 -1.940
N -0.931 -9.886 -1.087
H 5.434 1.181 0.626
H -3.576 -1.696 -3.124
H 0.423 -6.887 -2.741
O 0.477 0.649 5.548
H 3.219 3.043 -6.258
H 8.150 -4.529 0.607
H -1.657 -7.999 -3.108
H -3.839 -8.279 0.440
H -4.398 -6.875 -0.738
C -3.724 -1.380 -2.089
H -9.954 1.592 -4.701
H 6.057 2.811 0.684
H 6.602 -2.784 4.720
C -2.617 -7.696 -2.625
O 4.484 2.544 1.978
H -5.460 -1.402 5.855
O -3.882 -2.407 0.047
C -0.701 -0.386 -3.991
H -1.370 2.970 -6.772
H 5.593 -3.318 -3.999
C -1.972 -10.804 -1.550
H 2.005 0.661 3.278
H 4.641 9.218 3.149
H 1.134 -0.352 7.243
C 0.685 -2.307 -4.485
H 0.338 -2.816 -3.590
H -1.128 -0.922 -3.099
O -7.281 1.428 -6.188
O 6.005 -3.630 2.919
C 3.171 1.960 1.982
H -2.198 4.896 -3.717
C -3.357 1.244 1.392
C -10.116 2.016 -3.695
H 1.949 -7.456 -1.782
H -2.310 1.427 -6.994
C -0.265 5.229 -2.997
C -1.756 0.455 -4.684
H 4.303 -2.338 -3.516
H 6.381 -1.534 1.179
C 4.216 -5.376 -1.745
H 5.132 2.429 -3.016
H -0.201 3.697 6.463
N 2.367 6.515 1.130
H -2.531 -4.435 -1.289
C 1.366 -0.348 6.116
H -5.403 6.972 -1.439
O 6.597 -3.306 0.037
H -3.550 -4.856 3.588
C -7.558 2.605 -1.110
H -6.525 -0.423 -4.694
H -0.558 -6.131 0.567
H -3.389 -8.404 -3.032
H 1.176 8.254 4.796
H -6.718 3.558 -4.966
H -2.332 -0.207 -5.380
H 3.760 -5.388 -2.732
H -1.764 4.123 -2.204
H -4.975 -3.152 2.362
H 3.058 1.299 1.158
H 3.353 3.250 -4.573
H -4.948 5.396 -2.187
O -0.782 0.565 -0.853
O -1.195 1.593 -5.304
H -4.669 -2.402 4.613
H 5.898 6.590 1.082
H 6.041 -1.499 -0.646
H -4.893 7.421 0.960
H -3.165 -0.477 -1.811
C -2.020 2.237 -6.259
C -5.200 2.538 -1.293
H -4.597 -8.577 -1.241
H -0.025 3.003 -0.646
H 1.925 -1.925 2.844
C 1.286 7.181 4.809
C -5.455 -4.027 1.913
H 5.861 5.890 2.761
C -1.368 4.273 -3.196
H 3.582 5.521 4.831
H -4.880 0.239 -4.555
H -3.385 6.908 1.344
C 5.271 6.228 1.907
H 4.570 0.242 5.128
C 7.009 -4.401 2.289
O -2.826 -0.058 4.607
C 2.865 5.413 4.036
C -5.217 5.945 -1.294
H 3.496 5.114 3.141
H 2.914 -0.706 -6.145
C 1.111 5.715 1.165
H -3.010 2.302 1.445
C 5.151 2.260 0.748
C -4.688 1.074 1.967
H 6.174 8.588 2.633
H 4.958 -2.221 0.623
H 5.456 8.036 4.183
H 3.237 1.792 4.024
H -4.369 2.501 -2.109
C 4.951 0.253 4.072
O 0.871 5.074 -3.357
C -4.110 5.795 -0.249
H -1.822 -3.001 3.490
H 0.252 1.746 7.327
H -6.125 5.512 -0.880
O -3.190 4.990 -0.372
H -6.399 -3.624 1.563
H -8.884 3.932 -2.296
H -2.875 2.664 -5.782
C -0.449 -2.019 2.058
C -6.375 1.547 -5.361
H 3.143 -4.186 1.307
C 5.625 4.319 -2.310
C 2.985 1.118 3.249
C -5.803 2.961 -5.005
H -1.664 6.579 -2.066
C 0.179 -6.158 -0.206
H 5.694 -0.175 -2.748
C -2.728 -1.335 6.591
H -7.496 1.502 -0.843
H 5.651 -0.566 3.918
H 4.648 5.347 1.634
C 7.506 -3.745 1.000
H 5.208 -5.022 -1.858
H 4.619 -5.038 1.006
H 0.731 -8.629 -2.528
H -0.421 -0.980 2.439
H 4.592 -2.709 -5.299
C -4.767 -1.408 4.987
C 0.552 1.846 6.268
H -4.775 -4.294 1.082
H 0.106 -11.351 0.055
H -1.760 -3.283 -2.341
H -10.519 3.017 -3.732
H 1.937 -0.053 -2.183
H 2.425 2.788 1.964
C -5.544 -5.111 3.000
C 4.374 5.019 -2.573
H -1.734 -1.704 6.319
*
```

Its electronic energy is -158132.8446 eV. The gap between HOMO and LUMO is 8.6 eV.